Formula: C13H17FNO6P
Source: the Open Molecules 2025 dataset
Level of theory: ωB97M-V/def2-TZVPD

For the LUMO energy, the calculation gives -1.25 eV. The value obtained for the HOMO energy is -8.9 eV. Its structure (SMILES) is CCOC[C@@]1(F)C[C@H](P(N)O)OC1=O.O=C1C=CC(=O)C=C1. The spin multiplicity is 1.

CARTESIAN COORDINATES (ANGSTROEM)
P 1.88342 -0.86849 1.39436
F -1.19580 2.86302 -1.09585
O -0.20413 -0.42188 -0.57600
O -2.88095 2.97881 1.32505
O -0.05910 -4.36272 -4.45596
O -2.29633 0.11511 -1.48281
O 2.80433 0.31789 2.22001
O 3.95794 -1.24813 -2.94525
N 1.21521 -1.90070 2.65392
C -1.01838 1.88793 -0.06450
C -3.65545 2.90442 2.54329
C 0.38668 0.07039 0.68311
C 0.86219 -3.64713 -4.10941
C 1.66963 -1.76364 -2.76454
C -1.32382 0.48112 -0.78701
C -2.80400 2.99152 3.90201
C -1.67348 2.18877 1.38812
C 3.24016 -3.06528 -4.25614
C 2.22920 -3.84729 -4.63672
C 3.03617 -1.96350 -3.29152
C 0.65846 -2.54548 -3.14500
C 0.53495 1.63751 0.33587
H 1.88959 -2.58668 3.01238
H -2.33523 1.96078 4.12704
H -0.34855 -2.41147 -2.76873
H -0.44963 -0.24532 1.42713
H -0.88885 2.83405 1.94432
H 0.31669 -2.32976 2.39043
H 2.22620 0.78515 2.88231
H -1.89822 1.22925 1.98360
H -1.93208 3.73174 3.85230
H -3.48530 3.24379 4.79109
H 2.36028 -4.65806 -5.34251
H 1.05296 1.63570 -0.69251
H -4.34190 1.99432 2.62440
H 1.53821 -0.95378 -2.05937
H 1.02840 2.33398 1.08865
H -4.34658 3.83275 2.53650
H 4.24710 -3.19870 -4.63201

Charges in e, computed with Löwdin, in the same order as the atoms:
1 P 0.870
2 F 0.025
3 O -0.102
4 O -0.163
5 O 0.103
6 O 0.115
7 O -0.346
8 O 0.100
9 N -0.209
10 C -0.247
11 C -0.250
12 C -0.418
13 C -0.387
14 C 0.019
15 C -0.258
16 C -0.112
17 C -0.121
18 C 0.018
19 C 0.018
20 C -0.385
21 C 0.030
22 C -0.052
23 H 0.034
24 H 0.075
25 H 0.120
26 H 0.118
27 H 0.136
28 H 0.036
29 H 0.059
30 H 0.139
31 H 0.083
32 H 0.086
33 H 0.121
34 H 0.150
35 H 0.125
36 H 0.092
37 H 0.126
38 H 0.132
39 H 0.121